A molecular structure, C23H43GaN2OP3Se. Source: the Open Molecules 2025 dataset; level of theory: ωB97M-V with the def2-TZVPD basis set.

Total charge: +3
Spin multiplicity: 1
Largest force on an atom: 4.67 eV/Å
Gap between HOMO and LUMO (alpha / beta): 0.156 / 0.170 hartree
Energy relative to the best compared isomer or geometry (same formula, charge and spin): 64.1 kcal/mol
E: -6436.0786 Ha

Last column: Löwdin charge in e.
Cartesian coordinates (Å):
H  1.1336  4.4751  1.7317  0.073
H  -1.7734  -2.6207  3.7817  0.111
H  -0.5217  3.6156  -1.8676  0.031
C  -3.5184  0.5481  2.1539  -0.256
C  4.1380  1.1005  -0.5514  0.057
H  -2.5309  3.8717  2.2111  0.045
H  -1.2051  -0.6764  1.9479  -0.187
C  -0.3197  -5.4522  1.5072  -0.063
C  -0.0187  -2.6125  -3.3561  -0.140
C  -3.6553  -0.9751  -0.1682  -0.248
H  -3.4520  -1.1366  -1.2305  0.035
N  2.5319  -0.5894  -0.9944  -0.036
C  3.2696  -1.4736  -0.2861  -0.106
H  -3.2661  -1.8170  0.4155  0.047
N  7.1307  -0.2387  0.9943  0.201
H  -2.1602  2.9330  -1.7915  0.016
H  1.4598  0.9520  -4.0999  0.020
H  6.7135  -1.0006  1.5043  0.096
H  2.8877  -2.4766  -0.2070  0.115
H  -2.2694  -5.0417  4.2414  0.122
C  6.3395  0.6669  0.3172  -0.450
C  -1.3260  -3.4134  3.1620  -0.096
Ga  1.1813  -1.4113  -2.4542  0.952
H  4.4994  2.0984  -0.7630  0.147
H  -1.8908  4.7010  0.7525  0.052
H  1.1047  -4.1248  -2.0774  0.113
H  -1.0270  -2.1991  -3.5254  0.075
H  1.8635  3.0186  0.9863  0.034
C  -0.4639  -3.0843  2.0919  -0.582
H  0.2864  2.1278  -4.7270  0.062
C  -1.7883  0.5851  -3.7005  -0.266
C  0.3500  -3.3078  -2.0752  -0.095
H  -4.1234  1.7442  -1.3649  0.038
O  6.7522  1.7371  -0.1229  0.112
H  0.4414  -2.9131  -4.3178  0.111
C  0.9973  3.6936  0.9694  -0.261
C  4.9517  0.1867  0.0943  -0.070
H  0.9321  4.1531  -0.0267  0.040
H  -4.5857  0.2866  2.1440  0.072
H  -4.0071  2.7231  0.1422  0.043
H  0.0135  -6.2052  0.7990  0.113
H  -1.7945  1.1472  -4.6442  0.069
P  -0.5082  1.2883  -2.5725  0.774
H  -1.5715  -0.4696  -3.9072  0.000
C  4.4983  -1.1285  0.2560  0.063
C  -1.6197  4.2040  1.6951  -0.255
H  -3.0027  -0.1782  2.7941  0.031
C  2.8921  0.7027  -0.9965  -0.092
H  5.0893  -1.9175  0.7328  0.141
H  0.6294  -3.8405  0.4025  0.040
H  0.7399  1.6970  3.1324  0.037
C  -1.2396  2.9677  -2.3862  -0.262
H  -0.4439  -3.5401  -1.3197  0.093
C  0.7841  1.7703  -3.8181  -0.292
P  -0.5328  2.7478  1.3436  0.846
H  -1.3762  -6.8420  2.7928  0.127
C  -0.1275  2.3660  3.0980  -0.265
H  -1.0720  4.9087  2.3372  0.067
C  -4.1786  1.7225  -0.2688  -0.258
H  -0.9730  1.8724  3.5930  0.046
H  -2.7750  0.6459  -3.2179  0.042
H  -5.1643  1.3539  0.0447  0.069
H  2.2329  1.4298  -1.4343  0.084
H  1.3979  2.5787  -3.3968  0.054
H  -3.4032  1.5406  2.6078  0.039
H  8.0132  0.1128  1.3358  0.136
Se  0.1259  -1.3013  1.6410  0.812
C  -1.1141  -5.7947  2.6111  -0.041
P  -2.8793  0.5921  0.4039  0.826
H  0.1035  3.3037  3.6222  0.070
C  0.0109  -4.1167  1.2576  -0.175
H  -4.7417  -0.9132  -0.0312  0.071
C  -1.6078  -4.7646  3.4219  -0.050
H  -1.4662  3.4068  -3.3698  0.080